The following is a DFT calculation (ωB97M-V/def2-TZVPD) of 8 unconnected molecules or ions with the total composition C61H136N7O4P in a non-equilibrium geometry.

Bonds (Å) are listed after each position.
Cartesian coordinates (Å):
1 C -0.94258 5.34127 1.42835  C55 1.519, H79 1.090, H110 1.090, C208 1.617
2 H 5.54002 -2.96596 -0.95750  C16 1.090
3 H 2.71318 -3.74665 -3.92123  C41 1.090
4 H 5.45827 0.76188 -0.05345  C81 1.090
5 H -1.90771 -0.04657 -5.28784  C66 1.090
6 H 2.75061 -3.20769 0.50920  C18 1.090
7 C -2.19256 4.87007 -0.75381  H85 1.090, N112 1.562, H179 1.090, C208 1.540
8 C 4.85619 3.57148 -0.64008  C64 1.539, C77 1.515, H83 1.090, H153 1.090
9 H 3.81286 0.46381 4.24534  C21 1.090
10 H -3.02239 7.02995 8.10604  C135 1.090
11 C -3.72451 -3.11888 -1.13765  C48 1.581, H72 1.090, N114 1.602, H129 1.090
12 C 0.65984 -0.18353 4.80587  C105 1.501, H143 1.090, H147 1.090, N206 1.559
13 H 0.33274 -3.55764 -6.02918  C150 1.090
14 H -1.31107 5.69004 7.23396  C209 1.090
15 H 4.43967 -5.70050 3.15439  C60 1.090
16 C 5.84546 -1.93502 -0.77867  H2 1.090, C120 1.492, H121 1.090, H126 1.090
17 H 3.26599 -6.70947 -1.61111  C23 1.090
18 C 2.74534 -4.26189 0.23218  H6 1.090, C52 1.541, N96 1.630, H200 1.090
19 H 1.87712 0.29852 -7.16403  C46 1.090
20 H 3.83077 -4.21184 -2.59025  C41 1.090
21 C 3.66147 -0.11443 3.33384  H9 1.090, C56 1.553, C165 1.524, H181 1.090
22 C -0.62233 3.14291 0.14284  H47 1.090, C55 1.559, N112 1.544, H133 1.090
23 C 2.29707 -6.58295 -2.09411  H17 1.090, H102 1.090, C155 1.554, C160 1.550
24 N 4.11867 1.42209 -1.67279  C64 1.537, C81 1.560, C130 1.543, C193 1.511
25 C -4.68196 -4.14817 -3.25146  H28 1.090, C48 1.489, H109 1.090, H168 1.090
26 C -4.44481 4.50786 6.48029  C34 1.460, N117 1.555, H123 1.090, H172 1.090
27 H -5.74665 -3.17405 -1.71270  C48 1.090
28 H -4.48777 -5.07605 -2.71347  C25 1.090
29 H -6.19592 -3.06385 2.13876  C128 1.090
30 H -0.57433 -4.24688 -0.76678  C68 1.090
31 H 0.52577 4.82098 -1.60115  C43 1.090
32 H -2.34457 1.10174 2.09434  C171 1.090
33 H 4.30757 0.68844 -3.63565  C130 1.090
34 C -4.12969 5.41166 7.58223  C26 1.460, H101 1.090, C135 1.538, H152 1.090
35 H 0.64206 1.02908 -4.43118  C70 1.090
36 H 2.38400 -1.26466 2.07204  C165 1.090
37 H -3.36946 0.11286 0.15104  C201 1.090
38 H -0.56446 -0.80296 -7.21782  C53 1.090
39 N 0.13205 -0.90511 -5.20061  C53 1.571, C66 1.553, C70 1.605, C192 1.500
40 H -1.49432 -2.30499 4.46871  C71 1.090
41 C 2.81119 -4.27159 -2.97101  H3 1.090, H20 1.090, C141 1.559, C155 1.543
42 H 1.33734 5.12546 -4.31802  C199 1.090
43 C -0.15023 4.12535 -2.09838  H31 1.090, C82 1.525, N112 1.572, H154 1.090
44 H -4.79060 -2.03887 -2.71466  C48 1.090
45 C -2.73555 -3.40245 1.84468  C94 1.494, C145 1.512, H169 1.090, H175 1.090
46 C 1.97365 0.71636 -6.16193  H19 1.090, C70 1.549, H95 1.090, C202 1.498
47 H -1.38516 2.63082 0.72931  C22 1.090
48 C -4.82173 -3.03460 -2.27232  C11 1.581, C25 1.489, H27 1.090, H44 1.090
49 H -1.59393 1.67868 -1.87257  C50 1.090
50 C -2.24392 2.52790 -1.66177  H49 1.090, N112 1.547, H144 1.090, H156 1.090
51 C -2.61343 2.38248 3.85018  H100 1.090, H131 1.090, C171 1.540, C187 1.534
52 C 2.89144 -5.15853 1.47742  C18 1.541, C60 1.554, H116 1.090, H138 1.090
53 C 0.04772 -1.50377 -6.65020  H38 1.090, N39 1.571, C150 1.503, H186 1.090
54 H 1.87181 -2.66324 -1.75952  C141 1.090
55 C 0.01294 4.21286 1.08264  C1 1.519, C22 1.559, H59 1.090, H93 1.090
56 C 5.00760 -0.82089 3.01831  C21 1.553, H99 1.090, H157 1.090, H158 1.090
57 O 1.49693 -0.97205 -0.18959  P61 1.575
58 H -2.91015 -2.04201 -4.16310  C119 1.090
59 H 0.90488 4.58828 0.58104  C55 1.090
60 C 4.15360 -5.00027 2.36957  H15 1.090, C52 1.554, H69 1.090, H146 1.090
61 P 0.16185 -0.53368 -0.90025  O57 1.575, O86 1.563, O142 1.579, O183 1.635
62 H 2.12127 -1.67232 -4.83843  C192 1.090
63 H 3.13758 3.55901 0.74594  C77 1.090
64 C 4.82860 2.75764 -1.94570  C8 1.539, N24 1.537, H87 1.090, H140 1.090
65 H 4.56752 -1.31108 -2.22361  C120 1.090
66 C -1.32518 -0.74533 -4.68742  H5 1.090, N39 1.553, C119 1.526, H207 1.090
67 H 0.73908 -3.71350 -2.49712  C141 1.090
68 C 0.19439 -4.14442 -0.00084  H30 1.090, N96 1.523, H132 1.090, H173 1.090
69 H 5.09843 -4.96017 1.82756  C60 1.090
70 C 0.60878 0.60968 -5.43671  H35 1.090, N39 1.605, C46 1.549, H174 1.090
71 C -0.41981 -2.28001 4.28731  H40 1.090, C105 1.553, H134 1.090, C188 1.535
72 H -3.90469 -4.04345 -0.58919  C11 1.090
73 H -3.17328 2.39579 7.36768  C103 1.090
74 H 0.23824 -6.02868 -1.49868  C160 1.090
75 H -2.02846 6.89903 0.18308  C208 1.090
76 H -0.07339 1.13233 2.57357  C161 1.090
77 C 3.80809 2.88560 0.21205  C8 1.515, H63 1.090, H78 1.090, C193 1.533
78 H 4.36074 2.39036 1.01044  C77 1.090
79 H -1.82020 4.90387 1.90434  C1 1.090
80 H 1.31133 -6.53846 -0.15164  C160 1.090
81 C 5.19700 0.46964 -1.07052  H4 1.090, N24 1.560, C120 1.527, H194 1.090
82 C -0.69624 4.63068 -3.42930  C43 1.525, H151 1.090, H170 1.090, C199 1.582
83 H 5.86511 3.55260 -0.22797  C8 1.090
84 H -0.44471 -3.42993 -7.54589  C150 1.090
85 H -2.68788 5.30441 -1.62221  C7 1.090
86 O -0.82786 0.11427 0.12176  P61 1.563
87 H 5.77631 2.52437 -2.43100  C64 1.090
88 H 2.22014 2.23731 -1.12256  C193 1.090
89 H -1.29987 6.88901 6.07537  C209 1.090
90 H 0.15814 -2.09431 2.13606  C188 1.090
91 H -5.90780 -1.76438 -0.06627  C195 1.090
92 H -4.26200 -0.28583 -1.44307  C201 1.090
93 H 0.35971 3.79636 2.02836  C55 1.090
94 C -2.68562 -2.20126 0.95750  C45 1.494, N114 1.517, H176 1.090, H191 1.090
95 H 2.70593 0.14580 -5.59069  C46 1.090
96 N 1.46782 -4.52425 -0.74587  C18 1.630, C68 1.523, C141 1.526, C160 1.542
97 H 1.40771 0.71018 1.51322  C161 1.090
98 H 2.45487 -1.97607 3.68739  C165 1.090
99 H 5.24029 -1.57510 3.77006  C56 1.090
100 H -1.94110 3.18154 3.53781  C51 1.090
101 H -3.61479 4.87640 8.38002  C34 1.090
102 H 1.92927 -7.53893 -2.46683  C23 1.090
103 C -2.40322 2.96438 6.84634  H73 1.090, H107 1.090, N117 1.528, H149 1.090
104 C -2.30210 5.02893 5.35201  N117 1.577, H137 1.090, H185 1.090, C209 1.599
105 C 0.29430 -1.50091 5.42577  C12 1.501, C71 1.553, H203 1.090, H204 1.090
106 H 1.72408 2.77906 -6.69789  C202 1.090
107 H -1.69360 2.31485 6.33384  C103 1.090
108 H -5.40183 -4.13292 1.06973  C128 1.090
109 H -5.51840 -4.16756 -3.95009  C25 1.090
110 H -0.63598 5.95993 2.27177  C1 1.090
111 H 0.51274 3.79678 -5.17054  C199 1.090
112 N -1.30640 3.64545 -1.14685  C7 1.562, C22 1.544, C43 1.572, C50 1.547
113 H 3.85423 -1.18866 -0.64735  C120 1.090
114 N -3.81770 -1.96999 -0.02571  C11 1.602, C94 1.517, C195 1.541, C201 1.552
115 H -0.56384 6.41907 -0.37915  C208 1.090
116 H 2.89890 -6.21673 1.21616  C52 1.090
117 N -3.18967 3.82942 5.86193  C26 1.555, C103 1.528, C104 1.577, C187 1.547
118 H -0.93968 -0.88673 2.64069  C188 1.090
119 C -1.89596 -2.15343 -4.54665  H58 1.090, C66 1.526, H159 1.090, C189 1.568
120 C 4.77140 -0.99043 -1.20198  C16 1.492, H65 1.090, C81 1.527, H113 1.090
121 H 6.24734 -1.73262 0.21412  C16 1.090
122 H -5.11700 -1.06344 1.34277  C195 1.090
123 H -4.85717 5.20971 5.75541  C26 1.090
124 H 2.85968 2.46723 -5.40794  C202 1.090
125 H -4.20132 -4.32663 3.08351  C145 1.090
126 H 6.79324 -1.81922 -1.30442  C16 1.090
127 H 3.34706 -6.14375 -3.92513  C155 1.090
128 C -5.25226 -3.19813 1.61001  H29 1.090, H108 1.090, C145 1.504, C195 1.537
129 H -2.69073 -3.10158 -1.48278  C11 1.090
130 C 3.46918 0.95182 -2.99080  N24 1.543, H33 1.090, H177 1.090, H180 1.090
131 H -1.90785 1.67736 4.28959  C51 1.090
132 H 0.26115 -3.10439 0.31849  C68 1.090
133 H -0.02988 2.29443 -0.19949  C22 1.090
134 H -0.11638 -3.31738 4.14621  C71 1.090
135 C -3.22510 6.57296 7.13745  H10 1.090, C34 1.538, H184 1.090, C209 1.499
136 H -4.20897 2.24211 5.38390  C187 1.090
137 H -1.37194 4.47750 5.21480  C104 1.090
138 H 2.03478 -4.99144 2.13034  C52 1.090
139 H 0.69330 -2.64952 -4.28855  C192 1.090
140 H 4.20042 3.29494 -2.65619  C64 1.090
141 C 1.71569 -3.71179 -2.01303  C41 1.559, H54 1.090, H67 1.090, N96 1.526
142 O -0.49651 -1.77088 -1.62799  P61 1.579
143 H 1.51992 0.34988 5.21065  C12 1.090
144 H -2.76708 2.78100 -2.58392  C50 1.090
145 C -4.08158 -3.39299 2.53389  C45 1.512, H125 1.090, C128 1.504, H166 1.090
146 H 4.16662 -4.00245 2.80809  C60 1.090
147 H -0.13018 0.56560 4.75317  C12 1.090
148 H 1.22799 -1.24510 -3.37126  C192 1.090
149 H -1.93297 3.39547 7.73016  C103 1.090
150 C -0.38352 -2.94190 -6.57317  H13 1.090, C53 1.503, H84 1.090, C189 1.566
151 H -1.44911 3.87996 -3.66951  C82 1.090
152 H -5.03101 5.86490 7.99491  C34 1.090
153 H 4.70882 4.60904 -0.93984  C8 1.090
154 H 0.47601 3.25259 -2.28333  C43 1.090
155 C 2.50222 -5.72856 -3.37562  C23 1.554, C41 1.543, H127 1.090, H163 1.090
156 H -2.95588 2.14805 -0.92902  C50 1.090
157 H 5.92453 -0.23825 2.92972  C56 1.090
158 H 4.97288 -1.50727 2.17227  C56 1.090
159 H -1.35178 -2.67478 -3.75915  C119 1.090
160 C 1.25357 -6.00906 -1.10269  C23 1.550, H74 1.090, H80 1.090, N96 1.542
161 C 0.96221 0.79949 2.50401  H76 1.090, H97 1.090, H167 1.090, N206 1.551
162 H -2.64268 -0.71447 -1.24950  C201 1.090
163 H 1.56936 -5.85839 -3.92426  C155 1.090
164 H 2.73557 0.95627 -0.07213  C193 1.090
165 C 2.46500 -1.03656 3.13483  C21 1.524, H36 1.090, H98 1.090, N206 1.509
166 H -4.05140 -2.56591 3.24321  C145 1.090
167 H 1.57022 1.56001 2.99393  C161 1.090
168 H -3.75262 -4.06559 -3.81503  C25 1.090
169 H -1.93152 -3.57717 2.55959  C45 1.090
170 H -1.14990 5.61579 -3.32044  C82 1.090
171 C -3.12277 1.70152 2.56633  H32 1.090, C51 1.540, H196 1.090, H197 1.090
172 H -5.15907 3.72544 6.73671  C26 1.090
173 H -0.02836 -4.83971 0.80852  C68 1.090
174 H -0.23437 1.04625 -5.97207  C70 1.090
175 H -2.60853 -4.30433 1.24586  C45 1.090
176 H -1.76488 -2.22880 0.37477  C94 1.090
177 H 2.84701 1.75499 -3.38568  C130 1.090
178 H -0.00964 5.46812 -5.28459  C199 1.090
179 H -3.00849 4.46793 -0.15328  C7 1.090
180 H 2.86687 0.07134 -2.76704  C130 1.090
181 H 3.68380 0.68065 2.58855  C21 1.090
182 H -2.01204 -4.10491 -5.66190  C189 1.090
183 O 0.43560 0.59990 -2.04634  P61 1.635
184 H -3.78806 7.36881 6.64980  C135 1.090
185 H -2.71243 5.53344 4.47725  C104 1.090
186 H 0.99535 -1.45759 -7.18683  C53 1.090
187 C -3.74483 2.96093 4.70864  C51 1.534, N117 1.547, H136 1.090, H190 1.090
188 C -0.11170 -1.49464 3.00536  C71 1.535, H90 1.090, H118 1.090, N206 1.574
189 C -1.75102 -3.05826 -5.81845  C119 1.568, C150 1.566, H182 1.090, H205 1.090
190 H -4.47737 3.51155 4.11847  C187 1.090
191 H -2.68726 -1.30807 1.58226  C94 1.090
192 C 1.13423 -1.65655 -4.37625  N39 1.500, H62 1.090, H139 1.090, H148 1.090
193 C 3.09836 1.81910 -0.63071  N24 1.511, C77 1.533, H88 1.090, H164 1.090
194 H 6.04030 0.55523 -1.75580  C81 1.090
195 C -5.16987 -1.95202 0.71369  H91 1.090, N114 1.541, H122 1.090, C128 1.537
196 H -3.93804 1.00745 2.77057  C171 1.090
197 H -3.51209 2.35984 1.78971  C171 1.090
198 H 3.30717 2.15385 -7.11558  C202 1.090
199 C 0.36800 4.71192 -4.59637  H42 1.090, C82 1.582, H111 1.090, H178 1.090
200 H 3.63822 -4.36451 -0.38453  C18 1.090
201 C -3.55507 -0.58194 -0.66804  H37 1.090, H92 1.090, N114 1.552, H162 1.090
202 C 2.51131 2.09883 -6.37284  C46 1.498, H106 1.090, H124 1.090, H198 1.090
203 H 1.25232 -1.97543 5.63821  C105 1.090
204 H -0.29553 -1.46200 6.34157  C105 1.090
205 H -2.48901 -2.69876 -6.53555  C189 1.090
206 N 1.06669 -0.50532 3.33558  C12 1.559, C161 1.551, C165 1.509, C188 1.574
207 H -1.16228 -0.32510 -3.69497  C66 1.090
208 C -1.46857 5.97538 0.03643  C1 1.617, C7 1.540, H75 1.090, H115 1.090
209 C -1.96135 6.11840 6.47123  H14 1.090, H89 1.090, C104 1.599, C135 1.499

## Properties
total charge: +3
spin multiplicity: 2
orbital gap (alpha / beta): 2.64 / 7.70 eV
M: 1062.8 u
electronic energy: -3430.40696 hartree
largest force on an atom: 0.0819 Eh/bohr
HOMO (alpha / beta): -7.444 / -12.533 eV